Below is a single C4H11NO3 molecule at a distorted geometry, with properties calculated with the ωB97M-V functional and the def2-TZVPD basis.

SMILES string	CC(C)(O)C(N)(O)O
Kohn-Sham gap	10.364	eV
DFT total energy	-11958.0307	eV

The geometry in ORCA input format:
```
! RIJCOSX wB97M-V def2-TZVPD def2/J DEFGRID3
* xyz 0 1
C -1.383 -0.250 0.996
C -0.032 0.060 0.428
C 1.104 -0.710 1.060
O 0.401 1.711 0.674
C 0.049 0.159 -1.116
N 0.020 -1.244 -1.515
O -1.126 0.788 -1.609
O 1.175 0.845 -1.444
H -2.223 -0.101 0.320
H -1.451 -1.294 1.290
H -1.577 0.409 1.842
H 0.967 -1.775 0.882
H 2.057 -0.404 0.639
H 1.100 -0.545 2.136
H 0.683 1.844 1.584
H 0.864 -1.442 -2.040
H -0.796 -1.422 -2.088
H -0.993 1.738 -1.481
H 1.160 1.634 -0.556
*
```

natural (NBO) atomic charge list, values in e, 8 entries:
1. C -0.687
2. C 0.360
3. C -0.677
4. O -0.852
5. C 0.577
6. N -0.873
7. O -0.740
8. O -0.767